Record 1
56
Properties=species:S:1:pos:R:3:forces:R:3 method="wB97M-V/def2-TZVPD" max_force_ev_per_a=3.20 lumo_energy_ev=-7.686 total_charge=+1 e_homo_ev=-11.635
F 4.0190 2.0431 -1.6836 -1.45 0.36 0.98
C 2.8809 2.3513 -0.9684 0.41 -0.94 -0.55
C 2.8699 3.5071 -0.2017 -0.30 -0.07 -0.11
C 1.6955 3.7794 0.4900 0.07 0.59 0.87
F 1.6874 4.8143 1.3992 -0.07 -1.03 -1.27
C 0.5549 2.9959 0.3790 0.02 -0.12 0.06
C 0.6175 1.8087 -0.3687 -0.28 -0.30 -0.03
C -0.7427 1.0068 -0.3394 0.65 2.09 0.00
C -1.3948 0.6010 -1.6691 -1.05 -0.72 -1.46
C -2.7684 0.2846 -1.7208 0.19 0.55 -0.49
C -3.3897 0.2174 -2.9757 -0.35 0.07 0.34
F -4.7462 0.0288 -3.0280 1.45 0.02 0.13
C -2.6958 0.3716 -4.1721 0.23 0.11 0.34
C -1.3255 0.5831 -4.0618 0.37 0.01 -0.58
F -0.5832 0.7524 -5.1993 -0.76 -0.28 1.07
C -0.6548 0.6618 -2.8435 -0.01 0.20 -0.09
C 1.8035 1.4398 -1.0156 0.22 0.52 0.32
H 3.7325 4.1626 -0.1469 -0.10 -0.13 0.04
H -0.3525 3.2539 0.9406 0.52 0.06 -0.27
H -1.4614 1.7929 -0.0499 0.13 -0.02 -0.08
H -3.3316 0.1048 -0.8118 -0.09 0.24 -0.31
H -3.1964 0.3469 -5.1349 0.09 -0.02 0.17
H 0.4281 0.7533 -2.8229 -0.44 0.32 -0.31
H 1.9234 0.4711 -1.4996 0.06 0.38 0.06
C -0.2964 0.1608 4.9890 -0.07 -0.06 0.21
C -0.2672 0.2624 3.4697 0.19 -0.01 -0.09
C 0.9096 1.1909 3.1234 0.13 -0.17 -0.13
C 0.0239 -1.0953 2.7723 -0.15 0.18 0.20
C 0.1839 -0.8089 1.2757 2.22 -2.20 0.66
O 1.1448 -1.2339 0.6267 -2.08 1.28 0.60
C -0.8764 0.0615 0.7242 -0.25 -0.27 -0.07
I -2.3502 -2.9956 -1.4456 0.51 0.19 0.31
C -0.2878 -3.2047 -1.7626 0.66 -0.44 0.39
C 0.1830 -4.5236 -1.7266 0.32 0.32 -0.20
C 1.5325 -4.7645 -2.0001 -0.07 0.11 -0.02
C 2.4041 -3.7034 -2.3013 0.00 0.07 -0.01
C 1.9483 -2.3830 -2.2464 -0.31 -0.49 0.31
C 0.6134 -2.1432 -1.9167 -0.35 0.03 -0.13
C -2.0726 0.2507 1.6179 -2.92 -0.30 0.41
O -3.2482 0.0776 1.2902 2.74 0.23 0.55
C -1.6685 0.7583 3.0116 0.61 0.12 -0.28
H -1.1398 -0.4466 5.3413 0.27 0.02 0.01
H 0.6514 -0.2447 5.3687 -0.32 0.03 -0.03
H -0.4120 1.1755 5.3974 0.00 -0.29 0.01
H 1.1557 1.2200 2.0503 -0.09 0.09 0.42
H 0.7407 2.2162 3.4690 0.08 -0.16 -0.01
H 1.7924 0.7667 3.6287 -0.17 0.36 -0.17
H 0.9499 -1.5464 3.1600 -0.26 0.17 -0.32
H -0.7973 -1.8043 2.9781 0.15 0.13 -0.30
H -0.5085 -5.3250 -1.4671 0.31 0.09 -0.25
H 1.8933 -5.7964 -1.9787 -0.04 0.42 -0.04
H 3.4549 -3.8910 -2.5458 -0.47 -0.05 0.11
H 2.6184 -1.5317 -2.4017 -0.13 -0.44 0.03
H 0.2910 -1.1214 -1.7308 0.03 -0.59 -0.42
H -2.4319 0.4304 3.7317 -0.01 -0.05 -0.48
H -1.7043 1.8601 3.0024 -0.03 -0.23 -0.09

---

Record 2
35
Properties=species:S:1:pos:R:3:forces:R:3 method="wB97M-V/def2-TZVPD" multiplicity=2 max_force_ev_per_a=1.10 lumo_energy_ev="-9.467 / -9.112" total_charge=+2 e_homo_ev="-16.766 / -16.726" s2=0.833
Re 0.2086 -0.4380 -0.2707 -0.72 0.19 -0.45
F -2.7718 -3.8784 -1.6345 0.02 0.03 0.00
C -1.5307 -4.2707 -1.7801 0.05 -0.14 -0.04
F -1.0148 -4.6652 -0.6375 0.01 0.01 0.00
F -1.4096 -5.1835 -2.7066 0.00 0.06 0.03
S -0.5563 -2.7697 -2.3525 -0.02 0.17 0.24
O -0.7312 -1.8426 -1.0331 0.00 -0.63 -0.26
O -1.1708 -2.1311 -3.4446 -0.02 0.01 -0.13
N 0.9022 -3.2144 -2.4073 0.00 -0.02 0.08
S 2.2087 -2.4873 -1.8993 -0.03 -0.24 0.02
O 1.7903 -1.1757 -1.2999 0.11 0.14 -0.01
O 3.2711 -2.4224 -2.8115 -0.03 0.01 -0.10
C 2.7060 -3.5015 -0.4154 0.18 0.03 -0.14
F 3.8006 -2.9708 0.0806 -0.10 -0.04 -0.02
F 2.8904 -4.7410 -0.7866 -0.05 0.07 0.04
F 1.7107 -3.4133 0.4676 -0.08 0.00 0.04
N -0.3825 3.9703 0.2855 0.04 0.05 -0.03
C -0.5792 2.7701 1.2043 -0.11 0.10 -0.10
C -1.1928 3.2306 2.5248 0.00 -0.05 0.03
P 1.1694 2.1549 1.4590 -0.01 -0.60 -0.13
O 1.2013 1.5155 2.8796 -0.03 0.06 -0.03
O 2.0733 3.2338 1.0923 0.08 0.19 0.01
O 1.2462 0.8515 0.5012 0.49 0.84 0.50
P -1.5873 1.5447 0.2759 -0.10 0.06 0.73
O -3.0420 2.0313 0.5140 0.10 0.04 -0.15
O -1.0141 1.4798 -1.1105 0.41 -0.38 -0.16
O -1.2858 0.1626 0.9203 -0.13 0.01 0.04
H 0.5661 4.3596 0.4551 -0.05 -0.05 0.00
H -1.0891 4.6904 0.4593 0.00 -0.01 -0.04
H -0.4230 3.6910 -0.7040 0.04 0.05 0.02
H -0.5353 3.9327 3.0399 0.00 0.01 0.00
H -1.3449 2.3710 3.1756 -0.02 0.02 0.02
H -2.1598 3.7024 2.3506 -0.01 0.01 0.02
H 1.8702 1.8374 3.5053 0.01 0.01 0.00
H -3.7943 1.5761 0.1033 -0.04 -0.01 -0.02

---

Record 3
13
Properties=species:S:1:pos:R:3:forces:R:3 method="wB97M-V/def2-TZVPD" max_force_ev_per_a=5.28 lumo_energy_ev=0.696 e_homo_ev=-9.140
C 0.5259 -2.6323 0.9632 0.57 1.04 0.31
C -0.9330 -1.4923 -0.0915 4.72 -0.47 2.32
C -1.2619 1.4765 -0.1055 0.81 -0.96 -0.18
N -0.7920 -2.5185 0.7383 -0.89 -0.06 -1.62
N 1.2525 -1.6118 0.4984 -0.21 -0.41 0.08
N 0.3421 -0.8617 -0.1641 -1.61 -2.37 0.08
N 0.0237 1.4195 -0.2851 -2.45 -2.87 -0.83
N 0.6605 0.2410 -0.8918 -0.66 1.73 -0.33
H 0.9278 -3.5031 1.4913 0.09 0.74 -0.16
H -1.4025 2.4461 0.3404 -0.32 0.79 0.20
H -1.7675 -1.2094 -0.6000 -1.97 1.08 -1.08
H 0.5686 2.1876 -0.1877 2.69 2.53 0.42
H 1.6544 0.4371 -1.0998 -0.78 -0.78 0.77

---

Sequential ΔE to the lowest compared entry with this formula, charge and spin output: 0.943 0.000 5.438 eV